C26H53Cl34N4O | the ωB97M-V functional and the def2-TZVPD basis

Structure (XYZ):
```
118
Properties=species:S:1:pos:R:3:forces:R:3
C 5.008792 -0.218575 1.376726 -0.28 -0.45 -1.35
C 5.570050 0.763442 0.296090 1.11 -0.14 0.69
O 4.838641 1.978191 0.114804 -0.43 -0.59 0.25
C 3.434311 1.809804 0.146181 -0.75 0.67 -0.76
C 2.842201 0.786078 -0.894354 -1.08 0.46 0.48
C 1.736896 -0.062846 -0.162256 1.41 -0.94 -0.26
C 1.455844 -1.456840 -0.860390 -1.23 0.51 0.27
C -0.108236 -1.609082 -1.018303 1.35 -0.07 -0.36
N -0.721022 -1.451153 0.317126 -0.50 0.21 -0.84
C -1.656456 -0.556287 0.578790 -0.66 0.13 0.99
N -2.209205 -0.368718 1.840407 -1.44 1.86 -2.31
C -3.076602 0.679626 1.638380 0.86 -1.86 -0.76
N -3.086845 1.081684 0.330388 -1.16 -0.38 2.12
N -2.204786 0.302706 -0.344551 0.67 -0.77 0.46
H 5.842709 -0.831726 1.779240 -0.60 0.56 -0.04
H 4.335417 -0.937024 0.846158 0.36 0.41 0.59
H 4.404489 0.273094 2.162367 0.70 -0.16 -0.25
H 6.590996 1.065944 0.635944 -0.78 0.05 -0.32
H 5.735900 0.259532 -0.688319 -0.39 0.15 0.71
H 3.030444 1.597532 1.169563 0.56 -0.10 -0.63
H 3.005790 2.808622 -0.115211 0.50 -0.60 0.27
H 3.589395 0.168286 -1.429355 -0.37 0.34 0.79
H 2.316331 1.377669 -1.685819 0.55 -0.48 0.38
H 2.143641 -0.318140 0.846376 -0.52 0.43 -0.56
H 0.823935 0.554364 -0.027418 0.45 -0.39 -0.08
H 1.935357 -1.517998 -1.860107 -0.33 -0.09 0.74
H 1.799966 -2.291630 -0.209074 0.02 0.51 -0.55
H -0.411273 -0.794522 -1.714029 -0.08 -0.44 0.66
H -0.407660 -2.569636 -1.483949 0.12 0.46 0.39
H -0.426518 -2.041942 1.088287 -0.04 0.20 -0.21
H -3.700803 1.158714 2.418641 0.45 -0.63 -0.87
H -3.644937 1.822144 -0.074559 0.27 -0.19 -0.17
H -2.051602 0.413978 -1.336716 0.12 -0.04 0.23
C 8.418597 0.450430 -2.475005 0.03 0.13 -0.04
Cl 9.186296 -0.205870 -1.025112 0.08 0.03 0.08
Cl 7.099272 -0.587502 -3.028943 0.46 0.04 -0.01
H 8.019483 1.434192 -2.245576 -0.05 -0.11 0.07
H 9.160574 0.526098 -3.263603 -0.04 -0.12 0.05
C -0.616631 3.336592 3.266680 0.37 0.25 0.26
Cl 1.109867 3.455718 2.929547 -0.10 -0.01 0.04
Cl -1.473575 2.512696 1.945199 0.97 1.47 0.51
H -0.760271 2.769992 4.182006 0.00 -0.10 -0.15
H -1.025503 4.336014 3.379300 0.00 -0.06 -0.15
C 2.944132 0.109708 -4.798547 0.16 0.07 0.07
Cl 1.332747 -0.401406 -4.256526 -0.21 -0.01 -0.12
Cl 4.223586 -0.526585 -3.755480 -0.40 0.01 -0.46
H 3.103002 -0.253509 -5.809255 -0.08 -0.08 0.10
H 2.992949 1.196162 -4.780729 -0.14 -0.44 0.24
C -5.908233 -1.181654 2.762316 0.08 -0.15 -0.16
Cl -5.779932 0.353446 3.637666 -0.05 0.06 0.08
Cl -7.308909 -2.108022 3.303575 0.10 -0.05 -0.02
H -6.010839 -0.975654 1.700720 -0.15 0.05 0.09
H -5.009037 -1.764826 2.940121 -0.07 0.04 0.12
C 5.186947 3.873136 -5.473282 0.09 0.15 0.05
Cl 5.926916 3.190434 -4.019514 0.01 0.04 0.03
Cl 3.871660 2.849638 -6.065649 0.28 0.60 -0.25
H 4.788709 4.854894 -5.237245 -0.04 -0.11 0.06
H 5.942045 3.955680 -6.248650 -0.05 -0.14 0.03
C -9.879582 -1.548511 0.766803 -0.06 -0.20 0.01
Cl -8.999904 -0.030523 0.534574 0.17 -0.03 0.02
Cl -11.612653 -1.264408 0.949445 0.04 -0.09 -0.06
H -9.716775 -2.185062 -0.097428 -0.06 0.14 -0.03
H -9.507646 -2.036164 1.660971 -0.04 0.15 0.00
C 6.045272 -3.976444 2.989069 0.09 -0.08 0.09
Cl 4.610449 -3.709136 1.985174 -0.11 -0.12 0.05
Cl 7.460106 -3.147554 2.334273 -0.16 -0.19 0.13
H 5.849651 -3.597116 3.987173 -0.03 0.08 -0.11
H 6.248640 -5.041886 3.030921 -0.03 0.06 -0.13
C 1.918208 1.969372 -9.736169 -0.26 0.26 0.18
Cl 2.536649 3.618922 -9.885480 -0.03 0.00 -0.04
Cl 2.819005 1.055102 -8.515187 -0.08 -0.06 -0.03
H 0.874065 2.010605 -9.441591 0.10 0.04 0.10
H 2.011900 1.474782 -10.688594 0.12 0.03 -0.01
C 10.991361 -1.818794 4.071926 0.14 -0.14 0.13
Cl 10.018082 -1.329460 2.679312 0.18 0.13 -0.12
Cl 11.170776 -0.497281 5.228942 0.03 -0.07 0.00
H 10.501934 -2.653994 4.563913 -0.09 0.12 -0.03
H 11.974781 -2.117226 3.722702 -0.05 0.15 -0.06
C 12.684965 0.388707 0.621787 -0.16 -0.02 -0.10
Cl 13.287072 2.037829 0.422134 -0.05 0.00 -0.05
Cl 13.599765 -0.489411 1.854222 -0.01 -0.07 0.01
H 11.642805 0.428976 0.922946 0.10 0.04 0.10
H 12.778094 -0.136198 -0.323860 0.11 0.04 0.07
C -4.608095 -2.218569 -1.959435 -0.02 0.04 -0.18
Cl -5.377954 -2.856490 -0.501237 0.00 0.10 0.11
Cl -4.084801 -3.514988 -3.035526 0.05 0.12 0.02
H -5.320717 -1.590186 -2.485652 -0.04 -0.12 0.03
H -3.740868 -1.633208 -1.668374 0.00 -0.13 0.05
C 0.503984 -1.745209 -10.558428 0.00 -0.15 0.01
Cl -0.773852 -0.522368 -10.561789 -0.05 -0.03 0.03
Cl 2.076940 -1.036616 -10.940803 -0.02 -0.53 -0.19
H 0.554410 -2.197620 -9.572891 0.03 0.14 -0.01
H 0.269303 -2.500540 -11.301720 0.01 0.14 -0.04
C -13.824830 0.011300 3.731298 0.00 -0.12 -0.04
Cl -13.017105 1.506462 4.218752 0.11 -0.05 -0.01
Cl -15.568833 0.244042 3.571124 0.01 -0.09 -0.02
H -13.423501 -0.308102 2.774480 -0.07 0.15 0.07
H -13.639053 -0.749605 4.482981 -0.06 0.12 0.04
C -7.001301 -2.028928 7.246368 0.11 0.09 -0.10
Cl -8.573701 -2.623118 7.794795 -0.08 -0.05 -0.22
Cl -5.693043 -2.642424 8.262535 0.04 0.06 -0.05
H -6.838238 -2.359444 6.224740 -0.06 -0.08 0.12
H -7.000677 -0.943520 7.288764 -0.04 -0.07 0.12
C -8.601688 -0.725053 10.832653 0.20 -0.20 0.06
Cl -8.039037 0.948796 10.679480 0.03 0.04 -0.02
Cl -7.647092 -1.616390 12.024778 -0.01 -0.05 -0.05
H -9.635273 -0.722139 11.144978 0.07 0.05 0.15
H -8.505250 -1.214410 9.868273 0.07 0.11 0.17
C -11.744027 1.943794 10.968485 0.02 0.20 0.07
Cl -12.568619 1.366110 12.419425 0.02 0.06 0.00
Cl -11.323886 0.606708 9.890147 -0.37 0.15 -0.29
H -12.399856 2.627758 10.439154 -0.03 -0.15 0.00
H -10.831639 2.454848 11.261983 0.01 -0.16 0.01
C 4.331072 2.739324 -13.475262 0.15 0.16 -0.01
Cl 3.516545 1.360109 -12.725279 0.14 -0.08 -0.13
Cl 3.190631 3.759482 -14.356483 0.07 0.02 0.01
H 4.803851 3.331106 -12.697471 -0.14 -0.03 0.02
H 5.080171 2.368900 -14.167951 -0.14 -0.05 -0.01
```
Positions in Å, forces in eV/Å.

The value obtained for the total energy is -16962.89632 Ha. The net charge is +1. For the HOMO energy, the calculation gives -11.31 eV.

---

C26H53CsGeN2OPS | the ωB97M-V functional and the def2-TZVPD basis

Structure (XYZ):
```
86
Properties=species:S:1:pos:R:3:forces:R:3
Cs 1.584256 -0.288712 0.596967 -0.08 -0.25 -0.09
C 4.778815 -3.129438 -1.026960 -0.01 -0.04 0.07
C 3.631489 -4.000825 -1.533461 -0.05 -0.05 -0.07
C 4.047527 -5.472754 -1.615246 0.01 0.03 0.00
C 2.373623 -3.856899 -0.702755 0.07 -0.01 0.04
C 2.387992 -4.036526 0.676146 0.33 0.03 0.01
C 1.241510 -3.891321 1.437713 -0.18 -0.06 0.04
C 0.018101 -3.600114 0.842826 -0.07 0.03 0.01
C -1.231755 -3.409384 1.656407 -0.02 0.00 -0.10
C -0.010153 -3.458802 -0.544812 -0.06 0.03 0.13
C 1.148229 -3.574154 -1.296405 -0.01 0.05 -0.09
H 5.638316 -3.217479 -1.694888 0.01 0.03 -0.02
H 5.105498 -3.455030 -0.034653 -0.02 0.04 0.01
H 4.481033 -2.076959 -0.984938 0.03 -0.02 -0.02
H 3.383626 -3.661323 -2.544017 -0.01 0.00 0.01
H 4.297686 -5.850619 -0.620652 0.01 -0.01 -0.01
H 4.925310 -5.593393 -2.254170 0.00 0.00 0.01
H 3.241240 -6.091134 -2.013582 0.00 0.00 0.00
H 3.314085 -4.290396 1.180271 0.06 0.05 -0.04
H 1.304048 -4.019946 2.513218 -0.07 0.00 0.01
H -2.080199 -3.885574 1.162282 -0.01 -0.03 0.04
H -1.490403 -2.346908 1.735827 0.06 -0.03 0.01
H -1.121621 -3.836033 2.653792 -0.01 0.02 0.03
H -0.951111 -3.213581 -1.019910 0.00 0.03 -0.03
H 1.103654 -3.425649 -2.370171 0.00 0.00 0.00
C -1.703520 3.002413 -1.489134 0.00 0.03 0.01
P 0.057863 2.695211 -1.313875 0.15 -0.18 0.37
C 0.481712 1.463565 -2.548652 -0.04 0.11 -0.01
C 0.905858 4.214968 -1.791882 0.01 -0.04 -0.07
O 0.449133 2.289252 0.083053 -0.11 0.33 -0.28
H -1.940698 3.392104 -2.480893 0.01 0.00 0.00
H -2.028513 3.705222 -0.720638 0.01 0.02 -0.01
H -2.206526 2.044004 -1.326901 -0.02 0.02 -0.01
H 0.267662 1.829005 -3.554989 0.01 0.00 0.00
H -0.135823 0.588282 -2.338511 0.00 -0.04 -0.02
H 1.542362 1.204440 -2.453090 0.00 -0.01 0.02
H 0.600148 4.549687 -2.784115 0.00 0.01 0.00
H 1.979171 4.021054 -1.789466 0.01 0.01 -0.01
H 0.683114 4.988380 -1.056886 -0.01 0.01 0.00
C 7.029910 0.915913 -1.950041 -0.03 -0.07 -0.04
Ge 5.269605 1.400061 -1.166332 0.01 0.04 0.03
C 5.042138 3.326087 -1.610546 -0.07 -0.01 -0.02
C 5.552550 1.371825 0.794290 -0.06 -0.04 0.02
C 3.759057 0.317487 -1.652143 -0.01 0.09 -0.02
H 7.818970 1.600049 -1.629450 0.00 0.01 0.01
H 6.963461 0.944350 -3.039669 0.03 0.01 0.00
H 7.309692 -0.099133 -1.660536 0.01 0.00 0.01
H 5.955574 3.901254 -1.442985 0.01 -0.01 0.01
H 4.246882 3.754263 -0.996310 0.01 0.01 0.01
H 4.750323 3.429305 -2.658041 0.03 0.02 -0.01
H 6.459940 1.896597 1.100235 0.00 0.01 -0.02
H 5.618394 0.337929 1.142682 0.02 0.00 0.01
H 4.701666 1.843216 1.293617 0.01 0.00 0.02
H 3.772168 0.307512 -2.761747 -0.04 -0.10 0.00
C -7.275975 -0.252745 -1.493255 -0.01 0.01 0.00
C -6.512323 -0.255986 -0.173841 -0.01 0.02 -0.01
C -5.359793 -1.251585 -0.175896 0.01 0.01 0.02
C -4.586169 -1.316502 1.143102 0.03 -0.04 -0.11
N -3.879552 -0.109902 1.517275 -0.11 0.05 0.06
C -2.548816 0.087878 1.071996 0.10 -0.15 -0.15
S -1.937604 -0.484512 -0.463236 -0.05 -0.12 0.00
N -2.083985 1.344453 1.521917 0.15 0.20 0.22
C -1.864905 1.496983 2.958315 0.02 -0.04 -0.10
C -1.973612 2.958755 3.379379 0.03 -0.01 -0.06
C -3.356263 3.561650 3.144422 -0.02 0.02 0.03
C -4.455540 2.901951 3.970528 -0.01 0.00 0.01
H -8.095559 0.468928 -1.487142 0.00 0.00 0.00
H -7.698380 -1.238637 -1.702936 0.00 0.00 0.00
H -6.610775 0.001512 -2.320971 0.01 0.00 0.00
H -7.198207 -0.486108 0.650068 0.00 0.00 0.00
H -6.129157 0.751715 0.014704 0.00 -0.01 0.01
H -4.648853 -1.005783 -0.967392 -0.01 0.01 -0.03
H -5.761096 -2.249799 -0.394697 0.02 -0.01 0.02
H -3.838638 -2.106319 1.061413 -0.01 -0.01 0.05
H -5.278436 -1.596695 1.948144 0.00 0.02 0.03
H -4.429026 0.741530 1.395151 -0.03 -0.06 -0.02
H -1.249523 1.614117 1.009494 -0.05 0.01 -0.01
H -0.876463 1.108618 3.252731 0.01 0.01 0.02
H -2.601492 0.884387 3.476211 -0.04 0.00 0.01
H -1.231926 3.531663 2.812859 0.01 0.01 0.02
H -1.702937 3.049129 4.437821 -0.01 0.00 0.01
H -3.595296 3.471875 2.082384 0.01 0.00 0.00
H -3.323035 4.631027 3.377104 0.00 0.00 -0.02
H -4.564785 1.846029 3.718942 0.00 0.00 -0.02
H -5.420400 3.383968 3.799757 0.00 0.00 0.01
H -4.234549 2.967059 5.039779 0.00 0.00 0.00
```
Positions in Å, forces in eV/Å.

The value obtained for the total energy is -4043.82003 Ha. The net charge is -1. For the HOMO energy (spin up / spin down), the calculation gives -1.78 / -3.75 eV.

---

Q: The highest net charge belongs to which entry?
A: C26H53Cl34N4O